Formula: C2H10NS2
Source: the Open Molecules 2025 dataset
Level of theory: ωB97M-V/def2-TZVPD

Structure (XYZ):
```
15
Properties=species:S:1:pos:R:3:forces:R:3:nbo_charge:R:1
C -0.05776 -2.63773 1.56572 -0.36 0.02 -0.20 -0.42
N 1.10593 -1.72292 1.28017 -0.05 -0.94 0.63 -0.68
H 0.29665 -3.65727 1.66862 0.14 0.03 0.14 0.24
H -0.77573 -2.60148 0.74974 0.21 0.16 -0.12 0.25
H -0.55424 -2.30470 2.46642 0.02 0.04 0.16 0.24
H 1.57870 -1.50325 2.15724 -0.03 0.22 0.00 0.44
H 1.79109 -2.23405 0.72704 -0.01 0.36 -0.45 0.44
H 0.79398 -0.85093 0.83564 0.06 -0.07 -0.12 0.45
C -1.55399 2.16822 -0.19763 0.23 -0.14 0.00 -0.71
S -0.26215 0.95724 0.20821 -0.07 0.12 -0.32 -0.01
S 0.39474 0.30053 -1.65530 0.09 -0.04 0.53 -0.12
H -2.09637 1.77754 -1.04777 -0.22 0.04 -0.07 0.24
H -2.20235 2.21762 0.67312 -0.04 0.05 0.01 0.25
H -1.12657 3.14008 -0.42521 0.06 -0.03 0.04 0.24
H 1.64004 0.78108 -1.51557 -0.03 0.18 -0.25 0.15
```
Forces are in eV/Å.

Values from the calculation:
* energy relative to the best compared isomer or geometry (same formula, charge and spin): 0.348 eV
* E_HOMO: -12.762 eV
* total charge: +1
* 2S+1: 1
* DFT total energy: -933.07141 Eh
* Kohn-Sham gap: 9.286 eV